Record 1
Below is a single C3H9NO2S molecule at a distorted geometry, with properties calculated with ωB97M-V/def2-TZVPD.

The LUMO energy comes out at 0.8 eV. The strongest force on any atom comes out at 6.5 eV Å⁻¹. The energy comes out at -723.033097 Ha. The net charge is 0. Its relative energy (zero: lowest compared OMol25 entry of this formula, charge and spin) is 355.1 kJ/mol.

Positions of all 16 atoms, in Å:
C -0.15297 -1.34265 -0.84250
C 0.03188 -1.05647 0.66760
C 0.30510 0.36705 1.10568
H -2.10997 -1.05799 -0.83628
H -1.44827 -0.64593 -2.19561
H -0.13283 -2.50451 -0.88793
H 0.74122 -0.80968 -1.43259
H 0.77351 -1.65902 0.97081
H -0.87197 -1.54122 1.13750
H -0.77268 0.89191 0.98008
H 0.92848 0.46308 1.90159
H 1.48994 3.50013 0.84615
N -1.37876 -0.67864 -1.27582
O 1.39309 2.60061 1.05579
O 0.08419 2.00768 -1.03938
S 1.12002 1.46566 -0.15509

Record 2
Below is a single C7H6S molecule at a distorted geometry, with properties calculated with ωB97M-V/def2-TZVPD.

The LUMO energy comes out at -1.2 eV. The strongest force on any atom comes out at 2.9 eV Å⁻¹. Its SMILES is C#C/C=C(\C=C)C=S. The energy comes out at -668.391966 Ha. The net charge is 0. Its relative energy (zero: lowest compared OMol25 entry of this formula, charge and spin) is 281.6 kJ/mol.

Positions of all 14 atoms, in Å:
C 2.66974 1.72349 -0.56142
C 1.71556 1.33343 0.09978
C 0.61521 0.93058 0.87039
C -0.28098 -0.01440 0.48379
C -0.17004 -0.69923 -0.80451
C -1.12207 -1.42460 -1.39622
C -1.38579 -0.38775 1.40359
S -1.91621 0.44317 2.68667
H 3.51511 2.04489 -1.11458
H 0.48192 1.41495 1.84050
H 0.76531 -0.58597 -1.32581
H -0.95677 -1.87005 -2.36318
H -2.08800 -1.57258 -0.97243
H -1.84299 -1.33592 1.15344

Record 3
Below is a gas-phase ion, C6H8N (charge +1) at a distorted geometry, with properties calculated with ωB97M-V/def2-TZVPD.

The LUMO energy (spin up / spin down) comes out at -5.3 / -5.0 eV. The strongest force on any atom comes out at 11.5 eV Å⁻¹. Its SMILES is C1=C[C@]23C[C@H]2C[N@H+]13. The energy comes out at -287.617199 Ha. The net charge is +1. Its relative energy (zero: lowest compared OMol25 entry of this formula, charge and spin) is 890.1 kJ/mol.

Positions of all 15 atoms, in Å:
C 1.35046 -1.05636 1.04729
C -0.14225 -0.27713 1.85832
C -0.20015 0.34596 0.59046
C -0.81265 1.46623 -0.18335
C -1.04524 0.05491 -0.72601
C 0.18425 -0.56009 -1.32196
N 0.99811 -0.23782 -0.01586
H 1.66005 -1.95778 1.12678
H -0.70202 -0.31809 2.79465
H -0.10090 2.00712 -0.68136
H -1.63073 2.08654 0.28780
H -2.00876 -0.21283 -0.57135
H 0.21874 -1.74999 -1.56929
H 0.61472 -0.19115 -2.25459
H 1.61638 0.60048 -0.38153

Record 4
Below is a gas-phase ion, C6H9FN3 (charge +1) at a distorted geometry, with properties calculated with ωB97M-V/def2-TZVPD.

The LUMO energy comes out at -4.1 eV. The strongest force on any atom comes out at 4.9 eV Å⁻¹. Its SMILES is C=N/C=C/[C@@H](F)/C=N\C=[NH2+]. The energy comes out at -497.791443 Ha. The net charge is +1. Its relative energy (zero: lowest compared OMol25 entry of this formula, charge and spin) is 300.4 kJ/mol.

Positions of all 19 atoms, in Å:
C 1.45276 -0.14653 2.95378
N 0.78210 -0.56672 2.00392
C -0.20716 -0.06706 1.26073
C -0.06312 0.95941 0.38763
C -1.16775 1.36157 -0.46528
F -1.31478 2.71071 -0.57920
C -1.03435 0.90089 -2.00865
N -0.22158 0.01358 -2.33966
C 0.47380 -0.76547 -1.52143
N 0.25488 -2.06326 -1.34865
H 1.00179 0.79099 3.41774
H 2.24635 -0.75001 3.19971
H -1.08439 -0.79790 1.31024
H 0.73979 1.74804 0.39144
H -2.20806 0.84805 -0.30951
H -1.43422 1.48581 -2.87579
H 1.46356 -0.36215 -1.21753
H 0.72797 -2.57589 -0.61270
H -0.40760 -2.72406 -1.64680